# 1
Below is C17H17FN4O2 in the gas phase, with properties calculated with ωB97M-V/def2-TZVPD.

Energy above the lowest of the compared OMol25 structures with the same formula, charge and spin (kcal per mole): 3.21
Highest occupied orbital energy (eV): -8.3
Charge: 0

Last column: natural (NBO) charge in e.
Positions of all 41 atoms, in Å:
F 1.757 -4.641 0.901  -0.321
O 0.453 1.022 -1.263  -0.559
O 2.730 2.706 -0.828  -0.525
N -4.248 0.651 -0.952  -0.397
N -5.455 0.130 -0.618  -0.309
N -2.055 0.728 -0.007  -0.606
N -3.925 -0.439 0.915  -0.559
C -5.208 -0.507 0.494  0.148
C 1.530 -1.139 -1.224  -0.098
C 2.331 2.574 1.506  -0.247
C 0.476 1.342 2.384  -0.199
C 2.544 -2.457 0.519  -0.280
C 1.602 2.119 2.588  -0.203
C -1.104 0.087 0.881  -0.237
C 0.743 -3.378 -0.806  -0.282
C 1.951 2.243 0.212  0.229
C 2.463 -1.280 -0.203  -0.169
C 0.671 -2.192 -1.514  -0.173
C -3.338 0.300 -0.007  0.520
C 0.842 1.412 0.010  0.288
C 1.681 -3.490 0.204  0.402
C 2.069 3.545 -1.758  -0.252
C 0.092 0.974 1.104  -0.060
C 1.392 0.180 -1.938  -0.084
H -0.767 -0.877 0.468  0.202
H -4.147 1.230 -1.769  0.408
H 0.085 -4.204 -1.023  0.234
H 3.130 -0.464 0.030  0.223
H -5.960 -1.047 1.032  0.194
H 2.365 0.676 -2.013  0.200
H 2.808 3.782 -2.522  0.195
H -1.624 -0.108 1.820  0.239
H 0.972 0.046 -2.938  0.199
H 3.263 -2.579 1.313  0.233
H -1.663 1.018 -0.891  0.405
H 1.209 3.054 -2.219  0.184
H -0.062 -2.084 -2.300  0.216
H 1.736 4.468 -1.274  0.178
H 3.203 3.195 1.638  0.228
H -0.106 1.000 3.226  0.217
H 1.904 2.384 3.589  0.218

***

# 2
Below is a molecular structure, C8H19F6HgN6O4S2, with properties calculated with ωB97M-V/def2-TZVPD.

Energy above the lowest of the compared OMol25 structures with the same formula, charge and spin (kcal per mole): 3.41
Highest occupied orbital energy (spin up / spin down) (eV): -7.9 / -8.4
Spin multiplicity: 2
Charge: 0
Expectation value of S²: 0.753

Last column: Mulliken spin population.
Positions of all 46 atoms, in Å:
Hg -0.058 0.772 0.068  0.009
S -2.089 3.293 0.757  -0.002
S 0.890 3.594 0.382  0.030
F -2.086 3.284 -1.895  0.000
F 2.636 3.064 3.220  0.052
F 0.531 3.042 3.748  0.057
F 1.557 4.938 3.453  0.055
F -1.833 5.268 -1.033  0.000
F -3.749 4.295 -0.951  0.000
O 0.595 4.072 -0.982  0.024
O 1.741 2.346 0.292  0.005
O -2.931 2.115 0.672  0.000
O -2.413 4.319 1.702  0.000
N -0.599 2.778 0.856  0.006
N -1.202 -1.371 -0.259  0.000
N 0.310 1.296 -2.268  -0.001
N -0.770 -0.122 2.303  -0.001
N -0.535 0.795 -3.313  0.000
N 1.465 -1.061 0.778  0.001
C 1.003 -2.376 0.328  0.000
C 1.596 -0.891 2.231  -0.004
C -2.426 4.101 -0.879  0.001
C -1.965 -1.805 0.927  0.000
C -2.063 -0.741 2.030  0.000
C -0.144 -2.291 -0.688  0.000
C 1.471 3.683 3.052  0.766
C 0.239 -0.954 2.949  0.001
H -0.894 0.755 2.794  -0.002
H -2.734 0.055 1.709  0.000
H 0.677 -2.950 1.197  0.000
H -0.114 -1.988 2.970  0.000
H -1.487 1.014 -3.040  0.000
H 1.269 1.045 -2.476  0.000
H -2.978 -2.086 0.636  0.000
H 0.394 -0.654 3.988  0.000
H 2.055 0.085 2.395  0.002
H -0.360 1.311 -4.171  0.000
H 0.235 -1.921 -1.643  0.000
H 1.816 -2.944 -0.130  0.000
H -0.529 -3.305 -0.850  0.000
H 2.336 -0.807 0.333  0.000
H -2.491 -1.221 2.919  0.000
H -1.494 -2.705 1.326  0.000
H 0.292 2.318 -2.167  -0.001
H 2.247 -1.658 2.668  0.000
H -1.826 -1.192 -1.034  0.000

***

# 3
Below is a molecular structure, C8H14FeN2PS in a non-equilibrium geometry, with properties calculated with ωB97M-V/def2-TZVPD.

Highest occupied orbital energy (spin up / spin down) (eV): -1.2 / -2.1
Spin multiplicity: 5
Charge: -1
Expectation value of S²: 6.031

Last column: Mulliken spin population.
Positions of all 27 atoms, in Å:
Fe -0.268 -1.146 -0.057  3.214
S -0.091 0.308 1.643  0.161
P 0.028 -1.178 -2.244  0.025
N 1.023 -2.190 1.677  0.075
N 2.486 -0.638 1.071  0.141
C 2.278 -2.916 1.560  0.012
C 1.175 -0.820 1.445  0.314
C -2.452 3.898 -0.195  0.013
C -2.019 3.329 -1.451  -0.003
C -2.990 1.638 -0.199  0.008
C -3.069 2.861 0.561  0.016
C 3.238 -1.878 0.973  0.009
C -2.376 1.956 -1.485  0.007
H 4.155 -1.788 1.560  0.010
H -0.640 -0.237 -3.096  0.002
H 0.340 -2.504 2.368  0.002
H 2.132 -3.789 0.917  -0.015
H -2.206 1.280 -2.325  -0.007
H 3.502 -2.123 -0.066  0.000
H -0.378 -2.420 -2.829  -0.004
H -2.354 4.941 0.103  -0.001
H -3.266 0.632 0.133  -0.004
H 1.383 -1.067 -2.696  0.026
H 2.605 -3.251 2.552  0.016
H -1.645 3.916 -2.296  0.000
H 2.866 0.251 0.792  -0.016
H -3.459 2.936 1.585  0.001

***

# 4
Below is a molecular structure, C20H19IrN7OS in a non-equilibrium geometry, with properties calculated with ωB97M-V/def2-TZVPD.

Energy above the lowest of the compared OMol25 structures with the same formula, charge and spin (kcal per mole): 36.10
Highest occupied orbital energy (spin up / spin down) (eV): -10.7 / -10.7
Charge: +1

Last column: natural (NBO) charge in e.
Positions of all 49 atoms, in Å:
Ir 0.426 -0.665 -0.527  0.875
S -1.172 0.287 1.360  0.029
O 3.608 0.636 1.523  -0.596
N -0.639 2.016 -1.120  -0.148
N -0.343 0.820 -1.660  -0.225
N -1.863 2.034 -0.318  -0.361
N -0.349 -1.761 -2.094  -0.459
N 1.639 0.558 0.359  -0.588
N -1.469 2.965 1.910  -0.843
N 1.437 -2.028 0.633  -0.445
C 2.681 0.013 1.042  0.609
C -2.262 4.381 -0.609  -0.201
C -0.956 -0.956 -3.046  0.124
C -0.705 -3.675 -3.489  -0.205
C 3.069 -3.496 2.343  -0.126
C 1.149 -3.292 0.936  0.058
C -2.720 3.122 -0.564  -0.029
C -1.447 -1.532 -4.245  -0.180
C 1.924 -4.054 1.793  -0.231
C -0.892 4.790 -0.393  -0.197
C -1.744 1.400 -3.639  -0.690
C 1.573 1.986 0.231  -0.248
C -0.228 -3.064 -2.351  0.060
C -1.043 2.093 0.913  0.195
C 0.159 2.519 0.025  0.043
C 0.171 4.023 -0.108  -0.153
C -1.323 -2.877 -4.466  -0.141
C 3.355 -2.170 2.064  -0.186
C 2.505 -1.463 1.227  0.130
C -1.024 0.421 -2.766  0.304
H 1.996 2.448 1.132  0.248
H -0.729 5.854 -0.474  0.229
H -1.674 -3.325 -5.382  0.244
H -1.894 -0.888 -4.984  0.241
H -1.717 2.395 -3.200  0.271
H -2.960 5.169 -0.843  0.227
H 2.183 2.312 -0.626  0.220
H 0.287 -3.654 -1.606  0.212
H 1.133 4.491 0.026  0.225
H 4.202 -1.653 2.489  0.265
H 1.633 -5.066 2.021  0.242
H -1.283 1.442 -4.627  0.248
H 0.252 -3.708 0.494  0.210
H -0.590 -4.739 -3.617  0.247
H -2.401 2.754 2.247  0.391
H -0.814 3.074 2.672  0.401
H 3.708 -4.079 2.987  0.240
H -3.754 2.869 -0.734  0.213
H -2.787 1.109 -3.769  0.249